one.
Computed, not measured: a cluster of 2 separate species, C3H12N3 in total, with ωB97M-V/def2-TZVPD.

Each atom is followed by the atoms it is bonded to, with distances in Å.
Positions of all 18 atoms, in Å:
1 C 1.057 -1.104 -1.466  C2 1.536, H3 1.099, H4 1.088, H5 1.089
2 C -0.233 -1.852 -1.832  C1 1.536, H6 1.087, H7 1.085, H8 1.092
3 H 0.960 -0.066 -1.815  C1 1.099
4 H 1.898 -1.515 -2.022  C1 1.088
5 H 1.351 -1.011 -0.422  C1 1.089
6 H -0.405 -1.643 -2.885  C2 1.087
7 H -0.156 -2.915 -1.628  C2 1.085
8 H -1.087 -1.440 -1.291  C2 1.092
9 N 0.485 1.819 0.478  C10 1.348, H13 1.015, H14 1.007
10 C -0.259 1.203 1.419  N9 1.348, N11 1.329, N12 1.325
11 N -1.340 1.819 1.887  C10 1.329, H15 1.006, H16 1.004
12 N 0.100 0.024 1.906  C10 1.325, H17 1.007, H18 1.007
13 H -0.023 2.445 -0.139  N9 1.015
14 H 1.156 1.246 -0.009  N9 1.007
15 H -1.639 2.697 1.497  N11 1.006
16 H -2.070 1.289 2.327  N11 1.004
17 H -0.445 -0.383 2.648  N12 1.007
18 H 0.650 -0.611 1.350  N12 1.007

The gap between HOMO and LUMO is 12.2 eV. The LUMO energy is -3.33 eV. Its total charge is +1. The value obtained for the molar mass is 90.15 g mol⁻¹.



two.
Computed, not measured: a cluster of 2 separate species, C3H12N3 in total, with ωB97M-V/def2-TZVPD.

Each atom is followed by the atoms it is bonded to, with distances in Å.
Positions of all 18 atoms, in Å:
1 C 2.791 0.243 0.819  C2 1.514, H4 1.087, H5 1.092, H6 1.092
2 C 1.575 -0.326 0.117  C1 1.514, N3 1.516, H7 1.088, H8 1.086
3 N 0.318 0.207 0.775  C2 1.516, H9 1.020, H10 1.045, H11 1.023
4 H 3.710 -0.157 0.399  C1 1.087
5 H 2.820 1.328 0.705  C1 1.092
6 H 2.772 0.023 1.889  C1 1.092
7 H 1.511 0.035 -0.906  C2 1.088
8 H 1.535 -1.409 0.198  C2 1.086
9 H 0.419 0.092 1.783  N3 1.020
10 H -0.563 -0.224 0.412  N3 1.045
11 H 0.242 1.213 0.608  N3 1.023
12 N -2.360 -0.626 0.014  C13 1.408, H15 1.015, H16 1.013
13 C -2.260 -0.184 -1.319  N12 1.408, N14 1.262, H17 1.093
14 N -2.294 1.054 -1.561  C13 1.262, H18 1.017
15 H -2.919 0.022 0.558  N12 1.015
16 H -2.756 -1.556 0.084  N12 1.013
17 H -2.027 -0.974 -2.038  C13 1.093
18 H -2.513 1.237 -2.537  N14 1.017

The gap between HOMO and LUMO is 10.5 eV. The LUMO energy is -3.06 eV. Its total charge is +1. The value obtained for the molar mass is 90.15 g mol⁻¹.



three.
Computed, not measured: the ion C3H12N3 with charge +1, with ωB97M-V/def2-TZVPD.

Each atom is followed by the atoms it is bonded to, with distances in Å.
Positions of all 18 atoms, in Å:
1 C -0.631 -0.283 -1.756  N2 1.486, H7 1.101, H8 1.135, H9 1.169
2 N -0.370 0.439 -0.485  C1 1.486, C3 1.505, C4 1.759, H10 1.095
3 C -1.430 0.301 0.574  N2 1.505, H11 1.153, H12 1.157, H13 1.062
4 C 1.163 -0.063 0.217  N2 1.759, N5 1.379, N6 1.439, H14 1.057
5 N 1.583 0.954 1.049  C4 1.379, H15 1.052, H16 1.063
6 N 0.838 -1.322 0.834  C4 1.439, H17 1.060, H18 1.020
7 H -0.657 -1.367 -1.559  C1 1.101
8 H -1.620 0.210 -2.017  C1 1.135
9 H -0.063 0.052 -2.721  C1 1.169
10 H -0.029 1.449 -0.738  N2 1.095
11 H -1.881 -0.751 0.433  C3 1.153
12 H -0.994 0.270 1.645  C3 1.157
13 H -2.072 1.130 0.404  C3 1.062
14 H 1.725 -0.312 -0.643  C4 1.057
15 H 2.153 1.805 0.810  N5 1.052
16 H 1.572 0.811 2.102  N5 1.063
17 H 0.206 -1.304 1.684  N6 1.060
18 H 0.508 -2.019 0.167  N6 1.020

Its SMILES is C[NH+](C)C(N)N. The gap between HOMO and LUMO is 11.3 eV. The LUMO energy is -2.99 eV. Its total charge is +1. The value obtained for the molar mass is 90.15 g mol⁻¹.



Among the structures shown above, one is the most stable, with the second-best lying 19.5 kcal/mol higher.